No. 1
The following is a DFT calculation (ωB97M-V/def2-TZVPD) of a molecular structure, C31H31As2BrIrN4OS.

Expectation value of S²: 8.81
Orbital gap (alpha / beta) in eV: 5.81 / 5.61
E_LUMO (alpha / beta) in Ha: -0.22058 / -0.30288
HOMO energy (alpha / beta) in hartree: -0.43397 / -0.50898

Geometry as ORCA input:
```
! wB97M-V def2-TZVPD RIJCOSX def2/J DEFGRID3
* xyz 2 6
Ir -0.093 0.095 0.204
Br 4.910 -4.991 -1.921
C 4.108 -3.448 -1.307
C 4.669 -2.191 -1.625
C 4.053 -1.058 -1.197
C 2.822 -1.093 -0.427
O 2.274 -0.011 -0.115
C 2.294 -2.412 -0.065
C 1.154 -2.649 0.816
N 0.401 -1.752 1.341
C -0.568 -2.140 2.307
C -0.404 -3.202 3.155
C -1.402 -3.534 4.094
C -2.547 -2.796 4.178
C -2.733 -1.671 3.338
C -3.897 -0.868 3.376
C -4.005 0.208 2.544
C -2.933 0.506 1.686
N -1.836 -0.217 1.634
C -1.727 -1.324 2.419
C 2.946 -3.535 -0.520
H 5.579 -2.150 -2.208
H 4.444 -0.077 -1.425
H 0.974 -3.701 1.046
H 0.508 -3.782 3.136
H -1.247 -4.376 4.750
H -3.316 -3.051 4.892
H -4.695 -1.122 4.061
H -4.882 0.836 2.535
H -2.967 1.374 1.037
H 2.570 -4.518 -0.266
C 1.511 3.642 2.006
As 0.084 2.360 1.675
C -0.647 2.231 3.474
C -1.180 3.445 0.655
C -2.031 4.364 1.255
C -2.951 5.074 0.493
C -3.019 4.874 -0.875
C -2.150 3.982 -1.492
C -1.227 3.270 -0.737
As 0.011 2.006 -1.536
C -0.455 1.970 -3.411
C 1.703 2.965 -1.561
H 1.088 4.454 2.598
H 1.889 4.038 1.066
H 2.319 3.162 2.558
H -1.362 3.029 3.668
H 0.190 2.335 4.166
H -1.119 1.267 3.637
H -1.992 4.542 2.323
H -3.611 5.782 0.973
H -3.740 5.418 -1.468
H -2.204 3.856 -2.564
H 0.321 1.407 -3.930
H -0.486 2.993 -3.788
H -1.412 1.474 -3.564
H 1.517 4.039 -1.580
H 2.242 2.678 -2.465
H 2.302 2.687 -0.695
C 2.010 -1.890 -4.649
C 1.069 -2.397 -3.609
C 1.006 -3.747 -3.265
C 0.125 -4.125 -2.272
N -0.683 -3.248 -1.665
C -0.561 -2.004 -2.094
S -1.718 -0.852 -1.348
N 0.276 -1.505 -2.996
H 2.014 -2.542 -5.521
H 3.027 -1.869 -4.255
H 1.735 -0.884 -4.952
H 1.621 -4.477 -3.770
H 0.038 -5.156 -1.958
*
```


No. 2
The following is a DFT calculation (ωB97M-V/def2-TZVPD) of a molecular structure, C31H31AsCl3N7OSV.

Expectation value of S²: 3.77
Orbital gap (alpha / beta) in eV: 6.25 / 6.22
E_LUMO (alpha / beta) in Ha: -0.23710 / -0.23797
HOMO energy (alpha / beta) in hartree: -0.46660 / -0.46660

Geometry as ORCA input:
```
! wB97M-V def2-TZVPD RIJCOSX def2/J DEFGRID3
* xyz 2 4
V -1.509 -1.765 1.090
N 2.469 -1.511 1.721
C 1.444 -2.343 1.600
N 0.394 -1.654 1.171
C 0.864 -0.365 1.069
N 2.116 -0.255 1.411
C -1.360 0.843 0.775
C -2.071 0.334 -0.488
N -3.302 -0.026 -0.430
C -3.900 -0.198 0.793
C -3.103 -0.331 1.902
N -1.759 -0.053 1.825
H 3.413 -1.697 2.028
H 1.466 -3.400 1.810
H -1.572 0.367 -1.456
H -4.977 -0.295 0.810
H -3.483 -0.675 2.857
Cl 6.741 1.361 -3.592
C 5.456 2.190 -2.806
C 4.504 2.878 -3.548
C 3.489 3.546 -2.890
C 3.386 3.537 -1.500
C 2.279 4.332 -0.835
C 0.862 3.841 -1.213
N 0.255 2.869 -0.284
C -0.915 3.225 0.428
C -1.648 2.299 1.023
N 0.130 0.727 0.589
C 0.791 1.698 -0.060
O 2.320 5.679 -1.251
C 3.246 6.486 -0.521
C 2.956 6.594 0.954
C 1.734 6.852 1.515
Cl 0.266 7.239 0.715
S 1.786 6.891 3.240
C 3.464 6.564 3.223
C 3.949 6.436 1.962
C 4.367 2.855 -0.783
Cl 4.368 2.863 0.960
C 5.394 2.178 -1.422
H 4.566 2.896 -4.627
H 2.766 4.108 -3.468
H 2.397 4.275 0.250
H 0.859 3.408 -2.212
H 0.232 4.724 -1.220
H -1.109 4.285 0.499
H -2.498 2.547 1.642
H 1.806 1.499 -0.385
H 3.205 7.467 -0.993
H 4.259 6.092 -0.657
H 4.002 6.496 4.156
H 4.990 6.245 1.742
H 6.162 1.673 -0.853
C -4.304 -3.457 -1.017
As -2.921 -3.571 0.334
C -3.861 -4.418 1.810
C -1.770 -5.018 -0.384
C -2.477 -6.328 -0.561
C -3.043 -6.671 -1.786
C -3.633 -7.914 -1.963
C -3.674 -8.823 -0.916
C -3.136 -8.480 0.316
C -2.543 -7.241 0.490
H -3.864 -3.160 -1.967
H -5.047 -2.715 -0.734
H -4.779 -4.431 -1.119
H -4.248 -5.389 1.507
H -4.688 -3.778 2.114
H -3.191 -4.542 2.660
H -0.925 -5.130 0.298
H -1.393 -4.644 -1.337
H -3.000 -5.971 -2.613
H -4.056 -8.182 -2.922
H -4.113 -9.800 -1.065
H -3.175 -9.180 1.140
H -2.103 -6.986 1.450
*
```


No. 3
The following is a DFT calculation (ωB97M-V/def2-TZVPD) of a molecular structure, C31H31AsN2O4Se4Ti.

Orbital gap (alpha / beta) in eV: 4.09 / 4.10
E_LUMO (alpha / beta) in Ha: 0.14535 / 0.14533
HOMO energy (alpha / beta) in hartree: -0.00514 / -0.00523

Geometry as ORCA input:
```
! wB97M-V def2-TZVPD RIJCOSX def2/J DEFGRID3
* xyz -2 1
Ti -1.070 -1.783 -1.671
Se -2.879 -3.206 -0.271
Se -4.077 -4.511 -1.802
Se -4.652 -2.812 -3.279
Se -2.519 -2.127 -3.937
O -0.143 -0.531 -2.614
C 0.908 -0.682 -3.434
C 1.551 -1.899 -3.593
C 2.702 -2.028 -4.425
C 3.344 -3.235 -4.572
C 2.934 -4.414 -3.934
C 1.817 -4.312 -3.118
C 1.136 -3.115 -2.936
O 0.072 -3.111 -2.113
N 4.516 -3.285 -5.433
O 5.092 -4.352 -5.582
O 4.893 -2.270 -6.000
H 1.249 0.217 -3.938
H 3.082 -1.160 -4.945
H 3.460 -5.342 -4.081
H 1.436 -5.174 -2.585
C 3.598 2.539 3.846
C 2.336 1.944 3.280
C 1.959 2.180 1.966
C 0.793 1.652 1.418
C 0.501 1.986 -0.023
C -0.043 0.852 2.220
As -1.702 -0.008 1.513
N -0.812 -0.941 0.176
C 0.266 -1.656 0.743
C 1.542 -1.535 0.170
C 2.621 -2.239 0.679
C 2.467 -3.062 1.787
C 1.208 -3.197 2.359
C 0.119 -2.519 1.838
C -2.471 1.620 0.670
C -2.563 2.796 1.432
C -2.172 2.876 2.889
C -3.076 3.956 0.856
C -3.535 3.984 -0.452
C -4.034 5.257 -1.080
C -3.545 2.788 -1.153
C -3.053 1.605 -0.606
C -3.232 0.347 -1.401
C 0.340 0.590 3.542
C -0.453 -0.279 4.489
C 1.515 1.141 4.052
H 4.257 2.888 3.050
H 4.145 1.807 4.443
H 3.377 3.392 4.493
H 2.602 2.783 1.331
H 1.419 2.291 -0.527
H -0.212 2.811 -0.095
H 0.077 1.136 -0.558
H 1.668 -0.894 -0.697
H 3.589 -2.143 0.201
H 3.312 -3.609 2.188
H 1.066 -3.861 3.205
H -0.871 -2.681 2.250
H -2.376 1.943 3.417
H -2.747 3.667 3.376
H -1.111 3.093 3.019
H -3.129 4.859 1.460
H -4.291 5.998 -0.320
H -4.918 5.074 -1.693
H -3.272 5.696 -1.729
H -3.971 2.755 -2.152
H -4.079 0.441 -2.081
H -3.431 -0.526 -0.777
H -2.389 0.130 -2.063
H -1.306 -0.752 4.011
H -0.822 0.312 5.333
H 0.187 -1.067 4.892
H 1.799 0.913 5.077
*
```


The records above give, respectively, energy relative to the best compared isomer or geometry (same formula, charge and spin) values of 0.0160 2.9144 0.0000 eV.